[1]
Computed, not measured: a 2-piece molecular cluster, CH7N2S overall, with ωB97M-V/def2-TZVPD.

Structure (XYZ):
```
11
Properties=species:S:1:pos:R:3:mulliken_spin:R:1
S 2.68943 -0.92836 0.56542 0.957
H 3.20135 -0.43002 1.73186 -0.019
N 0.26253 0.16082 -1.07619 0.089
C -1.06093 0.46803 -0.56720 -0.003
N -1.17573 0.01946 0.83951 0.006
H 0.87885 -0.70393 -0.67020 -0.011
H 0.96348 0.95791 -0.97953 -0.016
H -1.94640 -0.11480 -1.05060 0.005
H -1.29236 1.49848 -0.79253 0.000
H -0.38947 -0.70390 0.96199 -0.006
H -2.13075 -0.22367 1.03746 -0.001
```

Summary:
Charge: 0
HOMO (alpha / beta) in eV: -8.7 / -8.7
Energy above the lowest of the compared OMol25 structures with the same formula, charge and spin in kJ/mol: 100.5
2S+1: 2
<S²>: 0.75



[2]
Computed, not measured: a 2-piece molecular cluster, CH7N2S overall, with ωB97M-V/def2-TZVPD.

Structure (XYZ):
```
11
Properties=species:S:1:pos:R:3:mulliken_spin:R:1
S 1.27652 2.15093 -1.05891 0.985
H 1.22108 1.03142 -1.79203 -0.023
N -1.32224 0.01399 -0.39905 0.013
C -0.57487 -0.76126 0.62227 -0.007
N 0.86132 -0.58775 0.75423 0.048
H -1.02268 -0.30866 -1.31734 0.001
H -1.03976 0.98872 -0.33725 -0.008
H -0.83999 -1.79644 0.40477 0.005
H -1.02876 -0.44773 1.56269 0.000
H 1.08572 -0.06305 1.58549 -0.005
H 1.38365 -0.22018 -0.02485 -0.008
```

Summary:
Charge: 0
HOMO (alpha / beta) in eV: -9.2 / -9.1
Energy above the lowest of the compared OMol25 structures with the same formula, charge and spin in kJ/mol: 6.0
2S+1: 2
<S²>: 0.75



[3]
Computed, not measured: an isolated ion of composition CH7N2Si and charge +1, with ωB97M-V/def2-TZVPD.

Structure (XYZ):
```
11
Properties=species:S:1:pos:R:3:mulliken_charge:R:1
C -0.70047 0.53879 0.16873 0.075
N 0.00434 1.62113 1.03478 -0.404
N -0.04881 -0.24467 -0.50649 -0.281
Si 1.36553 -1.14310 -1.28632 0.290
H -1.77381 0.92793 0.09067 0.295
H -0.70072 2.04207 1.66054 0.372
H 0.37793 2.26210 0.26834 0.385
H 0.78827 1.25349 1.51119 0.322
H 2.42272 -1.00480 -0.29177 -0.043
H 0.89593 -2.45872 -1.92019 0.011
H 1.50414 -0.25577 -2.50465 -0.021
```

Summary:
Structure (SMILES): [NH3+]/C=N\[SiH3]
Charge: +1
HOMO in eV: -14.5
Energy above the lowest of the compared OMol25 structures with the same formula, charge and spin in kJ/mol: 172.3



[4]
Computed, not measured: a 2-piece molecular cluster, CH7N3 overall, with ωB97M-V/def2-TZVPD.

Structure (XYZ):
```
11
Properties=species:S:1:pos:R:3:mulliken_charge:R:1
N 0.02859 -2.34141 1.46688 -0.619
H -0.20114 -2.83681 0.55493 0.208
H -0.79895 -2.20062 2.10758 0.208
H 0.75847 -2.68486 2.04046 0.202
N 1.05546 1.70365 -1.15977 -0.417
C -0.28407 1.30436 -0.89774 0.135
N -0.95076 1.22235 0.20005 -0.638
H 1.45989 1.25746 -1.96290 0.222
H 1.65631 1.91572 -0.46208 0.203
H -0.75170 1.29441 -1.92625 0.242
H -1.97210 1.36575 0.03884 0.254
```

Summary:
Structure (SMILES): [H]/N=C/N.N
Charge: 0
HOMO in eV: -9.2
Energy above the lowest of the compared OMol25 structures with the same formula, charge and spin in kJ/mol: 98.7



[5]
Computed, not measured: a 2-piece molecular cluster, CH7N3O overall, with ωB97M-V/def2-TZVPD.

Structure (XYZ):
```
12
Properties=species:S:1:pos:R:3:mulliken_charge:R:1
N 1.85907 0.66526 -0.87376 -0.524
C 0.53824 0.22120 -0.45239 0.512
N -0.17370 -0.45783 -1.41646 -0.550
N 0.00344 0.71112 0.64067 -0.814
H 1.82976 1.63995 -0.82235 0.259
H 1.85921 0.37776 -1.91732 0.295
H -0.44326 -0.18398 -2.37105 0.250
H -1.09562 -0.87471 -1.03147 0.298
H -0.82512 1.20587 0.18026 0.279
H -1.12012 -0.27239 1.71432 0.422
H -1.30249 -1.84344 2.09554 0.299
O -1.74418 -0.97576 2.05165 -0.725
```

Summary:
Structure (SMILES): N=C(N)N.O
Charge: 0
HOMO in eV: -9.2
Energy above the lowest of the compared OMol25 structures with the same formula, charge and spin in kJ/mol: 253.3



[6]
Computed, not measured: one molecule with the formula CH7N3O2, with ωB97M-V/def2-TZVPD.

Structure (XYZ):
```
13
Properties=species:S:1:pos:R:3:mulliken_charge:R:1
N 0.23629 -0.42566 -0.24577 0.051
N 1.17959 -0.04071 -1.23588 -0.568
N -1.11123 -0.60156 -0.65403 -0.549
H 0.59939 -1.05295 0.72450 0.374
H 0.85127 0.78964 -1.72470 0.265
H 1.29232 -0.79240 -1.90934 0.262
H -1.47448 0.27831 -1.01633 0.249
H -1.16031 -1.31230 -1.37743 0.271
C 0.29851 0.58015 1.21947 0.163
O -0.91486 1.17338 1.45630 -0.440
O 0.65467 -0.44190 1.95682 -0.742
H -1.47260 0.48435 1.85257 0.310
H 1.02143 1.36165 0.95381 0.353
```

Summary:
Structure (SMILES): N[NH+](N)[C@H]([O-])O
Charge: 0
HOMO in eV: -9.6
Energy above the lowest of the compared OMol25 structures with the same formula, charge and spin in kJ/mol: 259.4



In the order shown, the computed max |F| values come out to 4.000; 1.256; 2.319; 4.124; 5.067; 0.961 eV/Å.